(1)
A cluster of 2 separate species, C7H12BrClF3O7PS in total in a non-equilibrium geometry, computed with ωB97M-V/def2-TZVPD.

ORCA input file:
```
! RIJCOSX wB97M-V def2-TZVPD def2/J DEFGRID3
* xyz 0 1
C -0.2036 2.8588 2.3736
O -0.5690 3.1926 1.0069
C 0.1719 2.4495 0.0828
P -0.8614 1.6429 -1.2336
Br -1.8828 3.2332 -2.4103
C 0.3191 0.7300 -2.3500
C 1.1602 -0.2748 -1.4721
C 0.9600 -1.7272 -1.9422
F 0.9454 -1.9271 -3.2872
C 0.7930 -2.6990 -1.0607
F 1.2229 -2.6129 0.1573
F 0.1277 -3.7972 -1.3881
S -2.2372 0.1436 -0.4960
C -3.9367 0.7593 -0.3847
O -1.8398 -0.3678 0.7996
O -2.2382 -0.9707 -1.4253
H -0.3398 3.7465 3.0245
H -0.8838 2.0409 2.6973
H 0.8548 2.5484 2.4777
H 0.7820 1.6366 0.5482
H 0.9142 3.1082 -0.4386
H -0.2544 0.2524 -3.1659
H 1.0255 1.5108 -2.7106
H 2.2315 -0.0035 -1.5824
H 0.8710 -0.2859 -0.3991
H -4.5861 -0.0978 -0.6634
H -4.1681 1.5718 -1.1062
H -4.2009 1.0917 0.6392
O 3.9103 -3.5471 1.5009
Cl 3.1663 -3.5541 2.7443
O 4.0554 -3.8543 3.8397
O 2.1228 -4.5519 2.6753
O 2.5679 -2.2459 2.9492
*
```

Values from the calculation:
calculated total energy	-132613.86954	eV
highest occupied orbital energy	-7.51	eV
LUMO level	-3.1592	eV
max |F|	0.1070	hartree/bohr

---

(2)
An isolated molecule of C7H12BrNSi in a non-equilibrium geometry, computed with ωB97M-V/def2-TZVPD.

ORCA input file:
```
! RIJCOSX wB97M-V def2-TZVPD def2/J DEFGRID3
* xyz 0 1
C -2.0186 -0.2090 -0.1087
Si -0.1668 0.4934 0.0654
C -0.0686 1.8752 -1.2904
C 0.2219 1.2930 1.7496
C 0.9684 -0.9632 -0.0518
C 0.8519 -2.3750 0.0023
N 2.0706 -2.9344 0.0772
C 3.0424 -1.9940 0.0305
C 2.4254 -0.7960 -0.0453
Br 3.3812 0.8152 -0.1151
H -2.5414 -0.4165 0.8157
H -2.6509 0.4021 -0.6888
H -2.0742 -1.1556 -0.7731
H -0.5395 1.6034 -2.2480
H -0.3572 2.7397 -0.8248
H 1.0060 1.9903 -1.6727
H 1.0497 2.0005 1.7887
H -0.6467 1.9080 1.9609
H 0.4396 0.5167 2.4916
H 0.0999 -3.1520 0.2502
H 2.3519 -3.9272 0.1814
H 4.0514 -2.1974 0.2096
*
```

Values from the calculation:
calculated total energy	-86863.72072	eV
highest occupied orbital energy	-8.53	eV
LUMO level	0.7127	eV
relative energy (zero: lowest compared OMol25 entry of this formula, charge and spin)	5.6	kcal/mol
max |F|	0.0952	hartree/bohr
SMILES	C[Si](C)(C)c1c[nH]cc1Br

---

(3)
A structure of composition C7H12Cl2N3O4Ru in a non-equilibrium geometry, computed with ωB97M-V/def2-TZVPD.

ORCA input file:
```
! RIJCOSX wB97M-V def2-TZVPD def2/J DEFGRID3
* xyz 2 2
Ru 0.9462 -0.1267 0.8675
Cl 2.0158 -1.0013 2.9616
C 3.6223 -0.3229 2.4924
Cl 3.5342 0.0158 0.7477
H 4.3728 -1.0793 2.6845
H 3.7811 0.5990 3.0380
C -0.4586 -2.5586 -3.4743
O 0.4376 -1.6273 -2.7876
C 0.3483 -1.4394 -1.5280
O 1.1587 -0.6129 -0.9972
N -0.5064 -2.0887 -0.7342
N -0.5435 -1.6538 0.6101
H -0.2474 -2.4197 -4.5265
H -1.4927 -2.2923 -3.2613
H -0.2149 -3.5754 -3.1723
H -1.1603 -2.7912 -1.0489
H -0.4750 -2.4497 1.2414
H -1.4497 -1.1731 0.7451
O -2.6516 0.2434 0.2252
C -1.9162 1.1762 0.4151
C -2.1932 2.6657 0.3776
C -0.8404 3.3684 0.6321
C 0.0815 2.2181 0.8383
O 1.3050 2.1206 1.0571
N -0.5540 1.0206 0.7446
H -2.9409 2.8900 1.1379
H -2.6299 2.9091 -0.5901
H -0.8334 4.0128 1.5117
H -0.4952 3.9724 -0.2076
*
```

Values from the calculation:
calculated total energy	-47723.51065	eV
highest occupied orbital energy (spin up / spin down)	-17.00 / -16.89	eV
⟨S²⟩	0.756
LUMO level (spin up / spin down)	-8.5342 / -9.0544	eV
relative energy (zero: lowest compared OMol25 entry of this formula, charge and spin)	18.9	kcal/mol
max |F|	0.0196	hartree/bohr

---

(4)
A cluster of 2 separate species, C7H12ClNO2 in total in a non-equilibrium geometry, computed with ωB97M-V/def2-TZVPD.

ORCA input file:
```
! RIJCOSX wB97M-V def2-TZVPD def2/J DEFGRID3
* xyz 0 1
O 2.6931 0.8715 0.5651
N 2.5110 -0.4075 0.7114
C 1.9700 -1.1858 -0.1502
Cl 1.4977 -2.8254 0.1204
H 2.8992 -0.9082 1.5554
H 1.5374 -0.8844 -1.0749
C -0.7252 1.1364 2.4553
O -0.7945 -0.0804 1.7093
C -0.9140 -0.0913 0.3536
C -1.2281 -1.1542 -0.3743
C -0.8974 -0.9577 -1.7924
C -0.7025 0.6341 -1.9129
C -0.5678 1.1370 -0.4399
H -1.3393 1.8738 2.0624
H 0.2822 1.5218 2.4688
H -1.0385 1.0225 3.5075
H -1.3128 -2.0829 0.2395
H -1.6209 -1.2237 -2.5420
H 0.0354 -1.4255 -2.0286
H 0.0982 0.8075 -2.6321
H -1.6731 1.0397 -2.2657
H 0.5281 1.2398 -0.2772
H -1.2382 1.9430 -0.2583
*
```

Values from the calculation:
calculated total energy	-25556.84017	eV
highest occupied orbital energy	-8.30	eV
LUMO level	0.5281	eV
relative energy (zero: lowest compared OMol25 entry of this formula, charge and spin)	26.9	kcal/mol
max |F|	0.0591	hartree/bohr
SMILES	[O-]/[NH+]=C/Cl.COC1=CCCC1

---

(5)
An isolated molecule of C7H12ClNO3S in a non-equilibrium geometry, computed with ωB97M-V/def2-TZVPD.

ORCA input file:
```
! RIJCOSX wB97M-V def2-TZVPD def2/J DEFGRID3
* xyz 0 1
C 1.0578 2.1701 0.1164
C -0.0656 1.0469 0.2375
C -1.1084 1.2148 1.4532
C -0.7501 0.7811 -1.0897
O -1.4703 1.4707 -1.7537
N 0.0473 -0.3620 -1.3235
S -1.1003 -1.5826 -1.9809
O -0.3779 -2.8659 -1.6476
O -2.4099 -1.6611 -1.3070
Cl -1.5480 -1.0944 -3.9490
C 0.4544 -0.4196 0.1330
C -0.2579 -1.4089 1.0414
C 2.0342 -0.7339 0.1659
H 1.7480 1.9321 0.9312
H 0.7600 3.1937 0.2270
H 1.4550 2.1731 -0.8933
H -1.5480 2.1809 1.4541
H -1.9351 0.4968 1.3656
H -0.7830 1.1510 2.4659
H -0.2697 -0.9938 2.0691
H -1.2767 -1.6976 0.7630
H 0.2718 -2.3864 1.0332
H 2.0975 -1.8091 -0.1160
H 2.4698 -0.6898 1.2364
H 2.5050 -0.1060 -0.6321
*
```

Values from the calculation:
calculated total energy	-38441.15957	eV
highest occupied orbital energy	-10.31	eV
LUMO level	-1.2796	eV
relative energy (zero: lowest compared OMol25 entry of this formula, charge and spin)	13.1	kcal/mol
max |F|	0.1245	hartree/bohr
SMILES	CC1(C)C(=O)N(S(=O)(=O)Cl)C1(C)C

---

(6)
A structure of composition C7H12CrF11HfN5O21S5 in a non-equilibrium geometry, computed with ωB97M-V/def2-TZVPD.

ORCA input file:
```
! RIJCOSX wB97M-V def2-TZVPD def2/J DEFGRID3
* xyz 2 5
Hf -45.0399 -4.7067 6.5459
Cr -42.2226 -0.2455 5.4482
C -40.4865 -3.6853 8.1132
F -40.5359 -4.9243 8.6223
F -40.9588 -2.8592 9.0557
F -39.2353 -3.3559 7.8033
S -41.5979 -3.4782 6.5158
O -40.8301 -3.9732 5.3938
O -42.8595 -4.1871 6.8101
O -41.8496 -2.0105 6.4357
C -41.7064 -8.3372 5.8395
F -41.1375 -9.5124 6.0138
F -40.8163 -7.3608 6.1301
F -42.0951 -8.2500 4.5947
S -43.2639 -8.0535 7.0006
O -42.8528 -8.1303 8.4124
O -43.7476 -6.6762 6.6942
O -44.1761 -9.1735 6.6965
C -44.5502 -0.5957 9.1477
F -45.2995 -1.2700 9.9980
F -44.7821 0.7478 9.2617
F -43.2948 -1.0548 9.4624
S -45.0205 -1.0838 7.3470
O -46.4243 -0.7547 7.1245
O -44.1095 -0.4209 6.4093
O -44.8619 -2.5181 7.2520
N -44.3442 -4.0610 4.5065
S -44.6145 -2.6002 3.6531
O -45.3420 -2.6137 2.4412
O -43.7754 -1.4837 4.1352
F -45.8148 -2.1942 4.6585
S -43.4586 -4.4516 3.2893
O -42.2161 -3.7205 2.8785
O -44.1928 -5.2636 2.3312
F -42.7921 -5.7265 4.1381
C -42.9575 -5.2853 10.7548
N -44.0985 -4.5503 10.1962
O -44.7610 -3.9070 10.9711
O -44.3734 -4.5810 8.9881
H -42.9321 -5.3677 11.8414
H -42.0661 -4.7180 10.4871
H -42.8980 -6.3244 10.4309
C -37.7932 -4.7954 5.3910
N -37.6457 -5.7901 4.2392
O -36.9828 -5.4860 3.2542
O -38.2448 -6.8568 4.3078
H -38.7262 -5.0586 5.8893
H -37.6640 -3.8406 4.8813
H -36.9123 -5.1081 5.9516
C -36.2329 -1.5056 9.2540
N -35.2208 -1.7139 8.1149
O -34.2314 -0.9494 8.1524
O -35.4488 -2.5618 7.2653
H -37.2600 -1.7400 8.9743
H -36.1998 -0.4522 9.5321
H -36.0156 -2.2304 10.0386
C -39.1867 -2.3754 2.8930
N -39.6311 -1.6561 4.0901
O -40.7328 -1.1764 4.0146
O -38.9784 -1.7051 5.0835
H -38.1435 -2.6620 3.0256
H -38.9664 -1.8550 1.9609
H -39.8407 -3.2403 2.7823
*
```

Values from the calculation:
calculated total energy	-171662.84932	eV
highest occupied orbital energy (spin up / spin down)	-14.78 / -14.78	eV
⟨S²⟩	6.007
LUMO level (spin up / spin down)	-10.4812 / -10.4823	eV
max |F|	0.2838	hartree/bohr

---

(7)
A cluster of 3 separate species, C7H12F2NO13P3 in total in a non-equilibrium geometry, computed with ωB97M-V/def2-TZVPD.

ORCA input file:
```
! RIJCOSX wB97M-V def2-TZVPD def2/J DEFGRID3
* xyz 0 1
O 0.6584 2.8418 1.5531
C 0.6609 2.7153 0.3920
O 0.2290 1.5578 -0.1568
N 1.0479 3.7085 -0.5614
P 0.1746 5.2282 -0.3234
P -1.8881 4.7522 0.2089
O -2.0438 3.6622 1.1699
O -2.8127 4.5413 -1.0744
O -2.4788 6.1071 0.8745
P 2.8199 4.0630 -0.4222
O 2.9668 5.7131 -0.5751
O 3.2788 3.8004 1.1147
H -0.5911 1.3204 0.2992
H 0.7073 5.7764 0.8804
H -2.6370 3.6847 -1.4867
H -1.9073 6.2326 1.6474
H 2.7296 5.9002 -1.4977
H 2.7168 4.2515 1.7685
O 2.9319 -4.0644 1.0249
C 2.0880 -3.2468 0.8954
O 1.9359 -2.4616 -0.1993
C 0.7286 -1.7136 -0.0236
C 0.5667 -1.7199 1.4714
F -0.7443 -1.7120 1.8291
O 1.1349 -2.9645 1.8383
H -0.0865 -2.2191 -0.5311
H 0.8260 -0.7111 -0.4302
H 1.0878 -0.9118 1.9891
O 0.0380 -3.4797 -2.3301
C -0.5842 -4.3309 -1.7929
O -0.0991 -5.5588 -1.4861
C -1.1015 -6.2375 -0.7234
C -2.3564 -5.5168 -1.1422
F -3.2630 -5.4699 -0.1373
O -1.8869 -4.2047 -1.4016
H -0.8922 -6.1180 0.3410
H -1.1241 -7.2980 -0.9622
H -2.8309 -5.9177 -2.0399
*
```

Values from the calculation:
calculated total energy	-68865.50663	eV
highest occupied orbital energy	-9.66	eV
LUMO level	0.0369	eV
relative energy (zero: lowest compared OMol25 entry of this formula, charge and spin)	16.3	kcal/mol
max |F|	0.0563	hartree/bohr
SMILES	O=C(O)N(PP(=O)(O)O)P(O)O.O=C1OC[C@@H](F)O1.O=C1OC[C@@H](F)O1

---

(8)
An isolated molecule of C7H12F2OS in a non-equilibrium geometry, computed with ωB97M-V/def2-TZVPD.

ORCA input file:
```
! RIJCOSX wB97M-V def2-TZVPD def2/J DEFGRID3
* xyz 0 1
C 0.2480 0.2928 -1.4031
C 0.0182 0.7691 -0.0130
C -0.9552 -1.5687 1.1273
C 0.6190 -1.1934 -1.4731
C -0.9239 0.7331 -2.3079
C 0.9572 1.2873 2.3211
C 1.1392 0.4773 0.9979
O -1.8101 -2.5706 0.9256
F 1.8818 -1.5474 -1.4338
F -0.0023 -1.8957 -2.4561
S -1.5560 -0.0390 0.7065
H 1.2044 0.7854 -1.4918
H -0.2193 1.7608 0.2180
H -0.1535 -1.9177 1.6542
H -1.5030 -0.2195 -2.3731
H -0.7733 1.2137 -3.2778
H -1.4453 1.4132 -1.7139
H 1.6617 1.0636 3.1438
H 0.0834 0.8198 2.6710
H 0.7861 2.2561 2.1877
H 1.2768 -0.5549 0.9676
H 2.0760 0.9878 0.5384
H -2.6099 -2.3531 0.4844
*
```

Values from the calculation:
calculated total energy	-25766.49368	eV
highest occupied orbital energy (spin up / spin down)	-8.11 / -6.62	eV
LUMO level (spin up / spin down)	0.6489 / 0.5199	eV
relative energy (zero: lowest compared OMol25 entry of this formula, charge and spin)	62.1	kcal/mol
max |F|	0.1174	hartree/bohr